C2H7N3O2 | wB97M-V/def2-TZVPD

Computed properties:
- Multiplicity: 1
- LUMO energy: 0.856 eV
- Strongest force on any atom: 0.0932 hartree/bohr
- Relative energy (zero: lowest compared OMol25 entry of this formula, charge and spin): 137.1 kcal per mole

Last column: natural (NBO) charge in e.
Element x y z (Å)
H (2.293, -0.752, -0.186)  0.3696
N (1.996, -0.381, 0.710)  -0.6933
C (0.754, -0.190, 0.783)  0.5424
N (0.074, 0.287, 1.852)  -0.8203
N (-0.179, -0.336, -0.370)  0.2351
C (-0.767, 1.043, -1.085)  -0.3196
O (-1.457, -0.628, -0.028)  -0.7193
O (0.346, -1.282, -1.291)  -0.5699
H (-0.913, 0.050, 1.836)  0.4332
H (0.573, 0.286, 2.726)  0.4069
H (-1.621, 1.541, -0.638)  0.2343
H (0.097, 1.696, -1.025)  0.1805
H (-0.948, 0.712, -2.102)  0.2237
H (-0.249, -2.044, -1.181)  0.4967